This record from OMol25 describes a molecular structure, C46H46Br3N9. The level of theory is wB97M-V/def2-TZVPD.

The geometry in XYZ format:
```
104
Properties=species:S:1:pos:R:3:forces:R:3:lowdin_charge:R:1
Br -4.569 5.484 -4.617 0.8 -1.8 1.4 0.4645
Br -3.225 2.322 -4.224 -0.5 1.6 0.3 0.5438
Br -5.435 3.361 -2.155 0.7 0.7 -0.9 0.5477
N 2.733 0.209 -5.019 0.9 0.1 1.0 0.0529
N -3.344 3.507 0.709 -0.4 1.7 0.8 0.0650
N 4.653 -3.472 -0.527 -0.2 0.0 -0.8 0.0599
N -0.800 0.204 3.742 -0.4 0.4 0.2 0.0456
N -4.705 -2.551 -0.795 0.5 -0.2 0.4 0.0737
N 4.590 -1.171 5.217 -0.5 -0.3 -0.9 0.0435
N -0.663 5.129 -2.514 0.7 -0.8 0.2 0.0778
N 0.167 -1.454 -0.905 -0.3 0.7 0.9 0.0727
N -1.317 -4.657 0.463 -0.4 0.1 1.0 0.0558
C -5.821 -1.885 -1.058 0.5 -0.5 0.0 -0.1587
C -0.318 -3.182 2.061 -0.6 -1.0 0.6 -0.0662
C 1.228 3.840 -3.278 0.2 0.0 -0.4 -0.0750
C -1.823 0.139 2.872 -1.0 -0.3 0.8 -0.1729
C -0.080 5.056 -1.290 -1.0 1.2 -1.0 -0.1451
C -2.193 2.970 1.176 -1.9 1.3 -0.5 -0.1793
C -5.922 -0.538 -0.826 -0.4 1.3 -0.2 -0.0894
C 4.994 -0.461 -4.462 -0.4 0.1 -1.0 -0.0819
C -1.053 -0.228 -2.530 -0.1 1.4 -0.3 -0.0744
C -2.360 0.896 5.474 1.7 -0.7 -1.1 -0.0538
C 0.012 4.488 -3.490 0.6 0.2 0.6 -0.1491
C 0.051 0.926 -0.768 -0.6 1.7 -0.9 -0.1063
C -1.450 3.653 2.087 1.0 2.1 1.6 -0.0789
C 1.796 3.829 -2.025 0.3 -0.7 -0.6 -0.0882
C 5.389 -4.568 -0.858 -2.0 0.1 -0.1 -0.1403
C -3.168 0.454 3.196 0.8 0.0 2.3 -0.0413
C -1.035 0.599 5.009 -1.8 0.5 -1.5 -0.1328
C 0.396 -0.287 -0.259 0.8 -1.6 -0.8 -0.1563
C -3.730 4.754 1.192 0.8 -1.9 -0.5 -0.1276
C 4.959 -2.437 3.236 -1.5 0.7 -2.2 -0.0893
C -3.429 0.814 4.555 1.5 -0.2 -0.3 -0.0582
C 3.698 -3.058 -1.399 0.7 -1.2 0.2 -0.1459
C -3.006 5.528 2.100 1.3 -1.0 -0.4 -0.0734
C 3.707 -1.972 2.746 0.0 0.5 2.2 -0.0321
C 2.826 -1.180 3.605 1.3 -2.3 -3.7 -0.0857
C 4.231 -4.790 -2.949 0.2 -1.9 1.0 -0.0870
C -3.626 -1.861 -0.349 -0.5 -1.2 -0.7 -0.1396
C 3.434 0.096 -2.716 -0.2 -0.5 -0.5 -0.0807
C 1.122 4.470 -1.035 0.1 -0.5 1.3 -0.1072
C -2.375 -4.335 2.631 -0.5 0.3 -0.9 -0.0897
C 4.673 -0.397 -3.116 0.3 0.2 0.0 -0.0891
C -1.372 -3.484 2.966 1.7 1.5 -0.3 -0.0887
C 3.307 -0.799 4.800 3.5 -0.2 1.2 -0.1555
C -3.597 -0.506 -0.281 -1.1 1.9 0.4 -0.0767
C -0.680 1.029 -1.961 -0.3 -2.5 0.3 -0.0715
C -1.782 4.987 2.533 -0.8 -1.8 -0.9 -0.0446
C -3.949 3.976 -3.324 -1.0 -0.4 -0.6 -1.3751
C 3.451 -3.732 -2.601 0.0 0.7 -0.4 -0.0769
C -0.625 -1.422 -1.977 0.8 0.3 0.9 -0.1476
C -2.333 -4.873 1.347 1.4 -0.2 -0.5 -0.1465
C -0.296 -3.834 0.836 -1.6 -0.6 0.4 -0.1630
C 4.022 -0.132 -5.379 -3.0 0.6 0.7 -0.1380
C 5.403 -1.985 4.440 -2.8 1.5 2.7 -0.1474
C 5.116 -5.306 -2.001 0.9 0.7 -0.4 -0.0736
C 2.452 0.342 -3.693 1.8 -0.2 -1.1 -0.1334
C -4.817 0.179 -0.454 0.8 -0.3 0.0 -0.0883
H -1.646 -0.300 -3.431 -0.2 0.3 0.0 0.0852
H -4.939 1.248 -0.348 0.5 0.1 0.1 0.0377
H -6.806 0.055 -1.011 -0.4 -0.4 -0.1 0.1008
H -1.902 2.004 0.790 -0.1 0.0 0.0 0.0680
H 5.670 -6.215 -2.187 0.0 -0.1 0.0 0.0985
H 1.862 -0.956 3.172 -0.2 0.4 0.5 0.0581
H 6.012 -5.027 -0.103 0.3 0.5 0.2 0.0977
H 1.750 3.386 -4.107 -0.1 -0.1 -0.1 0.1026
H 3.414 -2.219 1.736 -0.1 -0.2 0.0 0.0707
H 3.991 -5.411 -3.800 0.1 0.3 -0.3 0.1071
H -0.881 -2.413 -2.329 -0.2 0.1 -0.5 0.1164
H -3.172 4.369 -2.670 0.0 0.1 -0.4 -0.0615
H -3.237 -4.398 3.279 0.0 -0.5 0.0 0.1027
H 3.046 -2.237 -1.134 0.2 0.1 0.3 0.0763
H 0.363 1.846 -0.294 0.0 0.0 0.3 0.0894
H 2.701 3.285 -1.799 0.2 0.1 -0.2 0.1112
H 5.919 -0.770 -4.927 0.4 -0.1 0.7 0.1023
H -4.052 0.348 2.584 0.4 0.0 -0.6 0.0931
H -1.415 -2.956 3.907 0.2 0.0 0.2 0.0980
H 1.015 -0.346 0.626 0.0 -0.1 0.2 0.1008
H -2.741 -2.435 -0.114 0.0 -0.2 -0.1 0.0821
H -2.718 0.084 -0.069 0.3 -0.3 0.1 0.0718
H 1.472 4.404 -0.016 0.1 0.3 0.2 0.1085
H -4.668 5.147 0.825 -0.1 -0.2 -0.2 0.0894
H -0.124 0.810 5.553 -0.2 -0.3 0.6 0.0931
H -3.097 -5.584 1.065 -0.1 0.1 -0.4 0.0988
H 1.469 0.694 -3.415 -0.1 -0.1 -0.1 0.0733
H -0.570 3.185 2.504 0.2 0.0 0.0 0.0956
H -4.436 1.037 4.877 -0.1 -0.1 0.0 0.0974
H -1.009 1.981 -2.355 0.1 -0.1 -0.1 0.0561
H 0.510 -2.553 2.354 -0.1 0.2 0.1 0.0697
H 3.202 0.191 -1.666 -0.1 0.0 0.1 0.0905
H 4.120 -0.127 -6.456 0.5 -0.2 0.0 0.0976
H 5.426 -0.731 -2.416 -0.1 0.2 0.3 0.1068
H -1.555 -0.277 1.910 -0.1 0.1 -0.2 0.0736
H -2.385 1.110 6.533 -0.8 0.3 0.0 0.0909
H -3.324 6.527 2.364 -0.1 -0.1 0.1 0.0989
H -0.315 4.499 -4.521 -0.7 0.2 0.1 0.1039
H -1.114 5.510 3.201 -0.1 0.0 0.0 0.0979
H 5.570 -3.025 2.564 0.1 -0.2 0.1 0.0889
H 6.277 -2.350 4.961 0.3 0.3 -0.3 0.0972
H 2.788 -0.070 5.407 0.0 -0.2 0.4 0.0918
H -6.649 -2.428 -1.490 -0.1 -0.3 0.1 0.1029
H 2.702 -3.514 -3.350 -0.4 0.8 0.5 0.1085
H -0.533 5.621 -0.487 -0.5 -0.1 0.0 0.1005
H 0.499 -3.679 0.121 -0.1 -0.1 0.0 0.0786
```
Positions in Å, forces in eV/Å.

Computed properties:
- M: 964.6 g mol⁻¹
- Lowest unoccupied orbital energy: -0.6 eV
- HOMO level: -9.209 eV
- Electronic energy: -271982.3364 eV